The following is a DFT calculation (wB97M-V/def2-TZVPD) of 4 unconnected molecules or ions with the total composition C3H6N2O2.

Each line ends with the Löwdin charge.
Cartesian coordinates (Å):
C -1.814 -0.120 -0.830  -0.2336
O -0.759 0.179 -1.458  -0.1501
C 1.026 0.361 -0.532  -0.2782
N 1.829 0.475 -1.441  0.2004
N 0.636 0.354 0.678  0.0461
C 1.372 -0.238 1.714  -0.3067
O 0.896 -0.489 2.788  0.0656
H -1.615 0.037 0.659  0.1041
H -2.104 -1.178 -0.707  0.0950
H -2.652 0.595 -0.810  0.0951
H 1.527 0.244 -2.381  0.0877
H -0.770 0.205 0.870  0.1351
H 2.428 -0.424 1.449  0.1394

Output
HOMO level (eV): -10.3
Energy (eV): -10279.39528
ΔE to the lowest compared entry with this formula, charge and spin (eV): 5.402
Multiplicity: 1